[1]
This record from the Open Molecules 2025 dataset describes a structure of composition C14H19FN2O2 in a non-equilibrium geometry. The level of theory is ωB97M-V/def2-TZVPD.

Its multiplicity is 1. The calculation puts the highest occupied orbital energy at -7.688 eV. For the frontier orbital gap, the calculation gives 8.0299 eV. For the total energy, the calculation gives -24607.983 eV. Its energy above the lowest of the compared OMol25 structures with the same formula, charge and spin is 273.1 kcal/mol. The charge is 0. The LUMO energy comes out at 0.34 eV.

CARTESIAN COORDINATES (ANGSTROEM)
C  -5.89821  -0.24612  -0.27183
C  -4.93390  0.52169  0.62488
H  -5.30550  1.63769  0.73952
H  -4.99992  -0.02191  1.56435
O  -3.73106  0.52193  -0.00504
C  -2.98419  -0.44679  0.38276
O  -3.33777  -1.49900  1.07920
N  -1.73745  -0.14025  -0.35098
C  -1.32350  1.10972  -0.90928
H  -0.86553  0.83543  -1.83726
C  -0.19809  1.87261  0.06465
N  0.85124  0.84544  0.14817
C  0.48942  -0.67687  0.70052
C  -0.63879  -1.04119  0.01972
H  -0.29209  -1.47105  -1.12112
H  -1.15776  -2.01850  0.62859
H  0.11944  -0.43419  1.86598
H  1.26290  -1.24688  0.99248
C  1.94461  0.69031  -0.95750
C  3.12940  0.07328  -0.31183
C  3.99717  0.81978  0.19588
C  5.13247  0.44442  0.91829
C  5.58768  -0.85595  0.57913
C  4.67140  -1.73817  -0.01619
C  3.52771  -1.12113  -0.90057
H  2.94904  -1.91254  -1.22722
H  5.01191  -3.00126  -0.38337
H  6.56909  -1.19388  0.85893
H  5.82355  0.97492  1.42167
F  3.76250  2.07780  0.58112
H  1.43901  0.04144  -1.72943
H  1.97449  1.54974  -1.44930
H  -0.51089  1.96250  1.05344
H  0.22181  2.46034  -0.43194
H  -2.14163  1.70946  -0.86807
H  -6.92774  -0.09487  0.05024
H  -5.91820  0.24811  -1.50053
H  -5.56262  -1.23606  -0.19810

[2]
This record from the Open Molecules 2025 dataset describes an isolated molecule of C5H3N3 in a non-equilibrium geometry. The level of theory is ωB97M-V/def2-TZVPD.

Its SMILES is C#Cc1cnnnc1. Its multiplicity is 1. The calculation puts the highest occupied orbital energy at -9.854 eV. For the frontier orbital gap, the calculation gives 8.8460 eV. For the total energy, the calculation gives -9697.901 eV. Its energy above the lowest of the compared OMol25 structures with the same formula, charge and spin is 113.4 kcal/mol. The charge is 0. The LUMO energy comes out at -1.01 eV.

CARTESIAN COORDINATES (ANGSTROEM)
C  -2.82391  -0.14208  -0.01532
C  -1.55225  0.20827  -0.20390
C  -0.09051  0.14037  -0.08884
C  0.79170  1.23021  0.09933
N  2.06467  0.99516  -0.13016
N  2.65002  -0.16580  -0.14458
N  1.86192  -1.32921  0.01677
C  0.48353  -1.11954  -0.04027
H  -3.80192  -0.19327  -0.10914
H  0.57414  2.37772  0.34094
H  -0.15739  -2.00184  0.27517

[3]
This record from the Open Molecules 2025 dataset describes a structure of composition C38H35BBrClO17S in a non-equilibrium geometry. The level of theory is ωB97M-V/def2-TZVPD.

Its multiplicity is 1. The calculation puts the highest occupied orbital energy at -9.443 eV. For the frontier orbital gap, the calculation gives 7.1290 eV. For the total energy, the calculation gives -168847.476 eV. Its energy above the lowest of the compared OMol25 structures with the same formula, charge and spin is 94.9 kcal/mol. The charge is 0. The LUMO energy comes out at -2.31 eV.

CARTESIAN COORDINATES (ANGSTROEM)
C  3.80294  -4.30937  -0.26231
C  2.51379  -3.61550  0.08286
Br  1.44176  -3.27753  -1.52532
C  2.60480  -2.32949  0.93341
C  3.97367  -1.70871  1.17851
C  3.96805  -0.72594  2.39934
C  3.33688  -1.40130  3.61587
O  3.99546  -1.18187  4.83900
O  4.29319  0.19208  4.99425
C  3.43856  0.65115  2.06553
Cl  1.73289  0.69509  1.58883
C  4.32181  1.29315  1.01396
B  4.10808  2.87188  1.00239
O  5.05888  3.67409  1.57770
O  2.96799  3.38349  0.44843
O  4.02252  0.65773  -0.24755
S  4.60519  -0.82597  -0.28670
O  6.02232  -0.81710  -0.14911
O  4.11682  -1.38937  -1.48100
H  4.36162  -4.50630  0.64962
H  3.59123  -5.25057  -0.74656
H  4.43487  -3.74083  -0.93159
H  1.91386  -4.32224  0.63080
H  2.00872  -1.58537  0.42865
H  2.08668  -2.51910  1.86194
H  4.75656  -2.41167  1.41256
H  5.01162  -0.56924  2.64663
H  3.33789  -2.47321  3.46295
H  2.29183  -1.10787  3.67697
H  3.43047  0.62499  5.12303
H  3.51672  1.26781  2.94792
H  5.34547  1.08846  1.30794
H  4.82824  3.92910  2.48478
H  2.24653  3.23903  1.09120
C  -2.30304  -1.20241  -3.96047
C  -1.66106  -1.19151  -2.79462
C  -2.35218  -1.53787  -1.53130
O  -1.76216  -1.52409  -0.47098
C  -3.79026  -1.90059  -1.61095
C  -4.43481  -1.91169  -2.77379
C  -3.73917  -1.56331  -4.04007
O  -4.32924  -1.57471  -5.09959
H  -1.81602  -0.95564  -4.89822
H  -0.61247  -0.93294  -2.71203
H  -4.27616  -2.15205  -0.67619
H  -5.48272  -2.17179  -2.85511
C  -0.65965  3.88997  -1.65724
C  0.02932  4.05206  -0.53190
C  -0.44232  3.47397  0.74906
O  0.20086  3.61501  1.77346
C  -1.71263  2.71003  0.73889
C  -2.40642  2.55327  -0.38528
C  -1.93524  3.12968  -1.67169
O  -2.56643  2.97922  -2.69505
H  -0.32905  4.29505  -2.60486
H  0.96390  4.59660  -0.49618
H  -2.03541  2.29093  1.68473
H  -3.33617  1.99983  -0.41898
C  -0.53786  -0.28453  5.62522
C  -1.75791  -0.24723  6.14962
C  -2.48265  1.03757  6.31476
O  -3.60210  1.06789  6.77646
C  -1.79564  2.27867  5.87994
C  -0.57519  2.23982  5.35470
C  0.14054  0.95468  5.18141
O  1.23401  0.91253  4.65655
H  0.00543  -1.21024  5.48236
H  -2.28219  -1.13991  6.46609
H  -2.34694  3.20213  6.00123
H  -0.05976  3.12885  5.01391
C  -4.36275  -1.62541  1.52665
C  -3.54314  -0.59647  1.32728
C  -3.74043  0.68753  2.04488
O  -2.99493  1.62972  1.86631
C  -4.87979  0.78057  2.99317
C  -5.69784  -0.24822  3.19380
C  -5.50367  -1.53339  2.47416
O  -6.24546  -2.47292  2.65629
H  -4.23935  -2.57193  1.01589
H  -2.70311  -0.64558  0.64311
H  -4.99872  1.72625  3.50714
H  -6.53160  -0.20241  3.88243
C  1.07863  0.13405  -9.17366
C  0.90665  -0.53025  -8.03439
C  -0.45133  -0.82524  -7.51815
O  -0.61250  -1.42978  -6.47752
C  -1.61120  -0.35662  -8.31439
C  -1.43919  0.30767  -9.45372
C  -0.08058  0.60474  -9.97387
O  0.07701  1.20791  -11.01218
H  2.05965  0.36186  -9.57020
H  1.73663  -0.88299  -7.43548
H  -2.59204  -0.58583  -7.91519
H  -2.27007  0.65998  -10.05117

[4]
This record from the Open Molecules 2025 dataset describes a structure of composition C18H10F3N4O2STl in a non-equilibrium geometry. The level of theory is ωB97M-V/def2-TZVPD.

Its multiplicity is 1. The calculation puts the highest occupied orbital energy at -7.729 eV. For the frontier orbital gap, the calculation gives 6.4443 eV. For the total energy, the calculation gives -52563.352 eV. The charge is 0. The LUMO energy comes out at -1.28 eV.

CARTESIAN COORDINATES (ANGSTROEM)
Tl  -1.05238  -0.10897  -2.48985
F  -0.42261  -6.76798  -0.95422
C  -0.97905  -5.56073  -0.87584
F  -2.20039  -5.68591  -1.45066
F  -1.15715  -5.33328  0.43266
C  -0.15293  -4.51470  -1.61389
C  0.98489  -4.96251  -2.18380
C  1.87228  -4.11791  -2.86699
C  1.51673  -2.78661  -2.88279
N  0.35575  -2.36316  -2.41817
C  -0.54338  -3.16202  -1.81395
S  -1.98158  -2.41651  -1.19318
H  1.19533  -5.99344  -2.11277
H  2.76148  -4.44037  -3.42283
H  2.14492  -2.06842  -3.35463
O  0.18174  5.01073  4.22119
N  0.30247  5.05195  3.01768
O  0.69250  6.04568  2.38414
C  0.05321  3.82769  2.28924
C  0.17045  2.69071  3.00507
C  0.07268  1.41528  2.34672
C  0.34052  0.24436  3.03896
C  0.43516  -0.95225  2.36629
C  0.23677  -0.93482  0.98835
N  -0.05275  0.18647  0.29816
C  -0.07279  1.34456  0.95179
C  -0.36996  2.60074  0.20089
N  -0.65842  2.42970  -1.10692
C  -0.94189  3.55987  -1.77096
C  -0.83079  4.83053  -1.24126
C  -0.50833  4.99597  0.09507
C  -0.23813  3.82293  0.85465
H  0.30350  2.69526  4.05511
H  0.46262  0.18619  4.12859
H  0.59353  -1.95716  2.85317
H  0.18171  -1.87225  0.33559
H  -1.22117  3.41459  -2.78567
H  -0.99283  5.69413  -1.86660
H  -0.48172  5.95165  0.54168